(1)
{
  "formula": "C4H5N3S",
  "method": "ωB97M-V/def2-TZVPD",
  "homo_lumo_gap_ev": [6.82, 7.40],
  "fmax_ev_per_a": 4.37,
  "energy_ev": -19528.60235,
  "e_above_lowest_kj_mol": 605.8,
  "homo_energy_ev": [-6.9, -7.8],
  "charge": 0,
  "elements": ["C", "C", "C", "C", "N", "N", "N", "S", "H", "H", "H", "H", "H"],
  "coordinates": [[1.802425, -0.307551, 0.829180], [0.908825, -0.448102, -0.227229], [1.390140, 0.557296, 1.927181], [-0.395999, -0.170097, -0.092864], [0.342891, 1.290163, 2.043263], [-1.032019, -0.412392, -1.869065], [-2.281299, -0.191013, -1.990652], [-0.928774, 1.008301, 1.087861], [2.673064, -0.812728, 0.802814], [1.051278, -1.094829, -1.136579], [2.187824, 0.849102, 2.669174], [-2.814893, 0.597636, -1.617612], [-2.903463, -0.865785, -2.425471]],
  "forces_ev_per_a": [[-3.87, 2.00, 0.39], [1.20, -2.28, -0.27], [3.09, 0.27, 0.03], [-2.62, 1.36, -3.09], [0.35, 0.00, 0.44], [1.28, 0.22, 3.66], [-1.84, 0.42, -0.38], [-1.57, -0.84, -1.29], [2.95, -1.26, 0.29], [0.69, 0.96, 0.83], [-0.77, -0.65, -0.64], [0.66, 0.01, 0.25], [0.45, -0.20, -0.22]],
  "lowdin_charge": [-0.059, -0.214, -0.260, -0.418, -0.351, -0.007, -0.100, 0.917, 0.055, 0.116, 0.121, 0.101, 0.099]
}

---

(2)
{
  "formula": "C32H44BF2N10O2RuS4",
  "method": "ωB97M-V/def2-TZVPD",
  "homo_lumo_gap_ev": 6.39,
  "fmax_ev_per_a": 0.44,
  "energy_ev": -104928.61401,
  "homo_energy_ev": -10.2,
  "charge": 1,
  "elements": ["Ru", "C", "C", "C", "C", "N", "C", "C", "N", "B", "N", "C", "C", "N", "C", "S", "C", "C", "C", "C", "N", "C", "C", "N", "C", "S", "C", "C", "C", "C", "C", "S", "H", "H", "H", "H", "H", "H", "H", "H", "H", "H", "H", "H", "H", "H", "H", "H", "H", "H", "H", "H", "H", "H", "H", "H", "H", "H", "H", "H", "H", "H", "H", "H", "H", "H", "N", "C", "C", "C", "C", "C", "C", "S", "O", "O", "N", "C", "N", "C", "C", "C", "N", "H", "H", "H", "H", "H", "H", "H", "H", "H", "F", "C", "F", "H"],
  "coordinates": [[1.237190, -0.545523, -0.121635], [-4.937957, -1.392568, 0.366649], [-3.531128, -1.270661, 0.947176], [-3.606688, -1.326601, 2.472595], [-2.683203, -2.410743, 0.388583], [-2.969253, 0.080494, 0.563669], [-3.721130, 1.092542, -0.001357], [-2.953038, 2.201582, -0.030859], [-1.732111, 1.886882, 0.517804], [-0.643321, 2.983839, 0.712850], [0.234022, 3.236456, -0.535824], [0.811524, 4.475348, -0.703101], [1.589567, 4.421770, -1.798647], [1.487313, 3.146809, -2.324490], [0.667920, 2.438912, -1.519045], [0.283063, 0.743192, -1.706710], [2.290660, 2.751978, -3.545856], [2.235476, 3.919623, -4.536011], [3.720401, 2.506677, -3.069997], [1.747486, 1.515045, -4.254670], [0.213274, 2.729885, 1.979686], [-0.250871, 3.136178, 3.210097], [0.641644, 2.750021, 4.139958], [1.665185, 2.094409, 3.480330], [1.385901, 2.091143, 2.154459], [2.355300, 1.397529, 0.891113], [2.855125, 1.489212, 4.169187], [2.731847, 1.734049, 5.671071], [4.135322, 2.162794, 3.676615], [2.851383, -0.018404, 3.924908], [-1.749589, 0.589349, 0.854686], [-0.438046, -0.302784, 1.561124], [-5.317179, -2.379714, 0.625644], [-4.931786, -1.319481, -0.722376], [-5.627845, -0.657811, 0.783366], [-4.051973, -2.275585, 2.773465], [-4.228518, -0.518092, 2.861388], [-2.615799, -1.262183, 2.920719], [-3.221343, -3.346280, 0.547169], [-1.724516, -2.485473, 0.890188], [-2.518460, -2.295390, -0.680568], [-4.735986, 0.955844, -0.317809], [-3.176306, 3.195079, -0.377100], [-1.247782, 4.005547, 0.908160], [0.611047, 5.286530, -0.025968], [2.194583, 5.183801, -2.248753], [2.742094, 4.813288, -4.175811], [1.204699, 4.171445, -4.789195], [2.744185, 3.614573, -5.449182], [4.145579, 3.401586, -2.612244], [4.342466, 2.229361, -3.921452], [3.747325, 1.693188, -2.344202], [0.683089, 1.608535, -4.474724], [1.914321, 0.590396, -3.711287], [2.275461, 1.436162, -5.205540], [-1.172522, 3.680863, 3.313988], [0.635897, 2.902272, 5.201269], [2.735891, 2.797382, 5.913630], [3.598297, 1.283674, 6.153152], [1.840657, 1.267510, 6.092907], [4.097526, 3.235570, 3.873817], [4.297087, 2.003503, 2.614633], [4.984299, 1.748099, 4.221271], [1.926585, -0.448819, 4.317750], [3.693222, -0.471455, 4.449524], [2.933648, -0.248627, 2.864708], [-5.377753, -3.592738, -3.463541], [-4.020050, -3.431126, -3.287617], [-3.215252, -4.514002, -2.916820], [-1.860331, -4.344458, -2.705499], [-1.294925, -3.086339, -2.849349], [-2.077554, -1.999705, -3.224924], [-3.429839, -2.168302, -3.440464], [0.417818, -2.846148, -2.576229], [1.080640, -4.110919, -2.622604], [0.844485, -1.759323, -3.410213], [0.519246, -2.256332, -1.030182], [0.665032, -3.068921, 0.047282], [1.287662, -2.356173, 1.026434], [1.380611, -2.889315, 2.238755], [0.953315, -4.181311, 2.462089], [0.391854, -4.855097, 1.380010], [0.220232, -4.309596, 0.182525], [-5.714414, -4.529380, -3.606196], [-5.858554, -2.896539, -4.006428], [-3.659515, -5.495908, -2.805618], [-1.232541, -5.178041, -2.419964], [-1.620131, -1.027174, -3.359384], [-4.040617, -1.325748, -3.744727], [1.829035, -2.282791, 3.015242], [1.054809, -4.646707, 3.430238], [0.044370, -5.876394, 1.491104], [3.505950, -2.400060, -0.334919], [3.220433, -1.093384, -0.234783], [3.366314, -0.559065, -1.494272], [3.918457, -0.622734, 0.455156]],
  "forces_ev_per_a": [[-0.03, 0.19, -0.01], [0.01, 0.01, -0.03], [-0.02, -0.02, 0.03], [0.00, 0.01, -0.02], [-0.01, 0.02, 0.04], [-0.06, 0.04, -0.04], [0.01, -0.06, 0.05], [0.10, -0.01, 0.01], [0.01, 0.03, -0.05], [-0.03, 0.02, 0.05], [-0.07, 0.04, -0.05], [-0.01, -0.02, 0.04], [0.02, -0.02, -0.04], [-0.09, 0.07, -0.07], [0.18, -0.09, 0.10], [0.02, 0.02, -0.13], [0.05, -0.01, 0.02], [0.00, -0.01, 0.03], [0.00, -0.02, 0.02], [-0.01, -0.01, -0.02], [0.05, 0.01, -0.04], [-0.03, 0.01, -0.03], [0.02, -0.03, 0.03], [0.07, 0.04, -0.02], [-0.13, -0.13, -0.01], [0.03, 0.03, 0.10], [0.01, 0.04, 0.02], [0.00, -0.01, 0.02], [-0.03, -0.01, 0.00], [-0.03, 0.02, 0.01], [-0.01, -0.03, -0.11], [0.14, -0.12, 0.12], [0.00, 0.01, 0.00], [0.00, -0.01, 0.00], [0.01, 0.00, 0.00], [0.00, 0.01, -0.01], [0.01, 0.00, 0.00], [0.01, 0.00, 0.01], [-0.01, 0.02, 0.00], [-0.04, 0.00, -0.01], [0.01, 0.02, -0.04], [0.00, -0.01, 0.00], [0.00, -0.01, 0.00], [0.01, -0.01, 0.02], [0.00, -0.01, -0.01], [-0.01, 0.00, -0.01], [0.00, 0.00, 0.01], [0.01, 0.00, 0.00], [-0.01, 0.00, 0.01], [-0.01, 0.00, 0.00], [-0.01, 0.00, 0.00], [0.00, 0.03, -0.03], [0.00, -0.01, 0.01], [0.00, 0.01, 0.00], [0.00, 0.01, 0.01], [0.01, -0.01, 0.00], [0.00, 0.00, -0.02], [0.01, -0.01, 0.00], [0.00, 0.01, 0.00], [0.01, 0.00, 0.00], [0.00, -0.01, -0.01], [-0.01, -0.01, -0.03], [-0.01, 0.00, 0.00], [0.02, 0.01, -0.01], [0.00, 0.01, 0.00], [0.00, 0.01, -0.01], [-0.04, 0.02, 0.08], [0.06, 0.02, -0.02], [-0.01, 0.00, 0.02], [-0.01, -0.02, 0.13], [0.02, 0.08, -0.11], [0.00, 0.01, -0.04], [-0.04, -0.03, 0.04], [-0.01, 0.12, 0.03], [-0.02, 0.00, -0.03], [0.00, 0.02, 0.06], [0.07, -0.37, 0.24], [0.09, 0.13, -0.11], [-0.41, 0.08, -0.05], [0.22, -0.08, 0.03], [0.02, 0.01, -0.01], [0.00, 0.03, -0.07], [-0.01, -0.11, 0.09], [0.00, -0.01, -0.02], [0.00, 0.00, -0.03], [0.00, 0.01, -0.01], [0.00, 0.00, -0.02], [0.02, -0.02, 0.00], [0.01, -0.01, 0.00], [-0.03, -0.01, -0.03], [0.00, 0.00, -0.01], [0.00, 0.01, 0.00], [-0.07, 0.01, 0.02], [0.02, 0.05, -0.17], [-0.04, 0.00, 0.09], [0.00, 0.03, 0.05]],
  "lowdin_charge": [0.735, -0.041, -0.519, -0.025, -0.030, 0.034, -0.011, -0.019, 0.042, -0.555, 0.036, -0.024, -0.020, 0.027, -0.592, 0.754, -0.521, -0.034, -0.010, -0.072, 0.033, -0.030, -0.019, 0.021, -0.631, 0.729, -0.535, -0.049, -0.032, -0.047, -0.592, 0.808, 0.099, 0.087, 0.089, 0.098, 0.096, 0.055, 0.104, 0.030, 0.071, 0.120, 0.134, 0.128, 0.134, 0.125, 0.075, 0.100, 0.095, 0.090, 0.101, 0.071, 0.091, 0.031, 0.099, 0.131, 0.118, 0.093, 0.098, 0.092, 0.097, 0.042, 0.096, 0.088, 0.101, 0.032, 0.112, -0.321, -0.019, -0.051, -0.316, -0.076, -0.035, 0.606, -0.262, -0.329, -0.196, -0.506, -0.083, -0.111, -0.026, -0.085, 0.172, 0.096, 0.095, 0.116, 0.117, 0.096, 0.114, 0.098, 0.108, 0.120, 0.046, -0.459, -0.020, 0.082]
}